1.
ORCA calculation (ωB97M-V/def2-TZVPD) on the molecule C4H6N2S2 in a non-equilibrium geometry.

XYZ file:
```
14
Properties=species:S:1:pos:R:3
S -2.836 -0.127 -0.095
S 2.149 -1.135 -0.161
N 1.949 1.929 0.063
N -0.250 -1.820 0.283
C 0.508 -0.747 0.069
C -1.525 0.905 -0.029
C -0.117 0.603 0.033
C 0.627 1.800 0.045
H 2.383 2.833 0.179
H -1.279 -1.798 0.309
H 2.527 1.072 0.041
H 0.175 -2.766 0.315
H 0.042 2.733 0.169
H -1.705 1.990 -0.042
```

- Multiplicity: 1
- SMILES: N/C=C(/C=S)C(N)=S
- Frontier orbital gap: 8.162 eV
- Max |F|: 1.669 eV/A

Atomic partial charges in e from the natural (NBO) method, atoms 1 to 8:
1. S -0.11
2. S -0.29
3. N -0.74
4. N -0.75
5. C 0.16
6. C -0.22
7. C -0.34
8. C 0.21

---

2.
ORCA calculation (ωB97M-V/def2-TZVPD) on a structure of composition C28H24CrNO3 in a non-equilibrium geometry.

XYZ file:
```
57
Properties=species:S:1:pos:R:3
Cr -4.772 -6.896 5.804
O -3.240 -9.151 7.191
O -2.710 -5.674 7.677
O -5.761 -7.415 8.654
N -1.516 -0.154 1.886
C 1.576 -0.900 1.516
C -2.894 -3.234 4.225
C -0.581 -2.444 4.524
C -0.045 -3.750 4.448
C 2.837 1.593 1.690
C 2.167 -2.914 4.981
C 1.499 1.508 1.298
C 1.307 -3.979 4.664
C -6.148 -7.675 4.303
C -3.793 -8.394 6.496
C -1.965 -2.222 4.264
C -5.846 -5.333 4.881
C -5.582 -7.169 7.529
C -3.412 0.460 0.372
C -4.025 -6.579 3.875
C -4.834 -7.726 3.815
C -2.751 0.112 1.701
C -3.725 -4.144 4.260
C -3.471 -5.999 6.853
C -0.578 0.213 0.770
C -4.565 -5.314 4.257
C -3.736 0.160 2.860
C 0.865 0.262 1.204
C 3.555 0.433 2.005
C 1.645 -1.614 5.107
C 2.917 -0.812 1.907
C -6.664 -6.476 4.813
C 0.302 -1.373 4.854
H -7.686 -6.432 5.204
H -3.484 1.001 3.528
H -0.682 -0.492 -0.083
H 2.312 -0.786 5.361
H -3.732 -0.777 3.427
H -3.134 -0.277 -0.397
H -6.775 -8.565 4.270
H 3.471 -1.723 2.136
H 1.068 -1.868 1.483
H -2.961 -6.637 3.623
H -0.731 -4.559 4.178
H -3.113 1.461 0.024
H -0.099 -0.354 4.872
H -2.225 -1.173 4.216
H 3.227 -3.110 5.167
H 1.695 -4.995 4.565
H -4.413 -8.664 3.447
H 3.321 2.570 1.736
H -4.746 0.304 2.466
H 0.923 2.408 1.065
H -4.500 0.455 0.510
H 4.604 0.493 2.310
H -0.811 1.222 0.374
H -6.206 -4.423 5.373
```

- Expectation value of S²: 3.83
- Multiplicity: 4
- Net charge: +2
- Frontier orbital gap (spin up / spin down): 6.935 / 4.350 eV
- Max |F|: 4.907 eV/A

Atomic partial charges in e from the natural (NBO) method, atoms 1 to 8:
1. Cr -0.64
2. O -0.39
3. O -0.42
4. O -0.38
5. N -0.47
6. C -0.17
7. C 0.13
8. C -0.10

---

3.
ORCA calculation (ωB97M-V/def2-TZVPD) on a cluster of 8 separate species, C22H60O8 in total in a non-equilibrium geometry.

XYZ file:
```
90
Properties=species:S:1:pos:R:3
O -8.213 -26.090 2.972
O -4.127 -25.152 -1.788
O -5.727 -25.298 -4.022
O -9.412 -27.286 0.553
O -5.749 -26.639 4.096
O -10.811 -24.706 0.142
O -3.036 -27.201 -0.535
O -12.237 -23.338 -2.913
C -8.358 -27.266 -0.427
C -9.220 -26.877 4.876
C -3.759 -27.698 4.463
C -2.551 -28.107 -2.583
C -10.796 -22.304 0.121
C -3.293 -28.212 -1.223
C -10.977 -25.119 -3.881
C -7.656 -24.445 -3.101
C -10.409 -25.220 3.352
C -9.021 -25.748 3.837
C -4.344 -24.332 -0.860
C -4.478 -22.857 -1.273
C -6.811 -25.655 -3.559
C -12.282 -24.417 -3.513
C -5.089 -27.648 3.680
C -10.142 -23.661 -0.189
C -4.792 -28.467 -1.392
C -7.657 -26.466 -4.611
C -5.561 -24.736 -0.071
C -4.915 -27.748 2.185
C -8.800 -23.812 0.489
C -13.092 -25.383 -2.700
H -3.861 -27.638 5.544
H -1.498 -27.898 -2.439
H -5.288 -28.641 -0.423
H -8.276 -28.285 -0.823
H -8.545 -24.872 4.308
H -5.909 -24.001 0.633
H -3.062 -26.950 4.121
H -10.176 -21.431 -0.085
H -3.190 -28.547 4.185
H -13.377 -26.268 -3.305
H -9.849 -26.670 5.729
H -7.337 -26.157 3.355
H -4.357 -22.220 -0.384
H -10.431 -25.554 -3.020
H -8.102 -23.881 -3.866
H -8.715 -26.597 -4.240
H -5.631 -26.427 5.027
H -10.321 -24.203 3.055
H -7.425 -27.004 0.117
H -4.145 -28.511 2.071
H -12.488 -25.839 -1.900
H -5.098 -25.159 -3.337
H -6.369 -24.809 -0.778
H -3.568 -25.898 -1.472
H -5.725 -28.516 3.968
H -8.869 -23.544 1.547
H -7.699 -25.862 -5.499
H -12.737 -24.148 -4.440
H -9.085 -26.928 1.371
H -10.289 -25.508 0.032
H -5.512 -22.775 -1.561
H -2.890 -29.086 -0.636
H -7.138 -23.711 -2.494
H -13.970 -24.885 -2.191
H -10.867 -22.317 1.178
H -7.129 -27.428 -4.717
H -11.152 -25.305 4.087
H -8.059 -23.221 0.073
H -8.527 -26.614 -1.225
H -9.683 -27.783 4.409
H -8.287 -27.101 5.337
H -2.565 -29.093 -3.055
H -13.135 -22.958 -2.837
H -10.317 -24.398 -4.389
H -4.464 -26.777 1.805
H -5.507 -25.661 0.451
H -10.054 -23.724 -1.247
H -10.851 -25.705 2.442
H -6.546 -26.224 -2.704
H -8.453 -24.790 -2.421
H -5.851 -28.106 1.697
H -4.925 -29.427 -1.956
H -11.059 -25.935 -4.610
H -3.835 -22.515 -2.105
H -3.465 -24.357 -0.175
H -5.264 -27.626 -1.921
H -2.137 -27.224 -0.230
H -11.739 -22.223 -0.451
H -8.451 -24.821 0.495
H -3.022 -27.316 -3.232
```

- Multiplicity: 1
- SMILES: CC(C)O.CC(C)O.CC(C)O.CC(C)O.CC(C)O.CC(C)O.CC(C)O.CO
- Frontier orbital gap: 8.937 eV
- Max |F|: 11.452 eV/A

Atomic partial charges in e from the Mulliken method, atoms 1 to 8:
1. O -0.13
2. O -0.62
3. O -0.66
4. O -0.71
5. O -0.54
6. O -0.59
7. O -0.41
8. O -0.43

---

4.
ORCA calculation (ωB97M-V/def2-TZVPD) on a structure of composition C16H17Cl2F5O2PbS in a non-equilibrium geometry.

XYZ file:
```
44
Properties=species:S:1:pos:R:3
Pb 1.321 2.322 0.998
Cl -0.150 4.412 0.408
Cl -1.534 0.805 0.524
S 0.212 -2.105 2.430
F 0.724 0.570 3.520
F -0.255 -3.914 4.732
F -0.296 -3.189 7.371
F 0.089 -0.576 8.087
F 0.571 1.324 6.158
O 2.751 2.844 -0.433
O 1.802 0.234 0.299
C -1.212 -2.885 -1.724
C -0.039 -2.637 5.086
C 0.613 -1.122 -2.268
C 1.828 -1.957 -2.071
C -1.194 2.051 -2.963
C -0.728 -1.534 -2.122
C 0.377 0.032 5.799
C -0.071 -2.282 6.411
C 0.207 -1.680 4.047
C -3.046 -0.411 -2.347
C 1.832 1.069 -2.893
C 0.432 -0.345 4.458
C -1.566 -0.423 -2.405
C -0.728 0.671 -2.685
C 0.627 0.250 -2.622
C 0.131 -0.932 6.779
H -0.364 -3.539 -1.489
H 2.646 0.739 -2.254
H -0.371 2.782 -2.838
H 2.663 3.830 -0.489
H 1.124 -0.334 0.719
H 1.570 -2.900 -1.578
H -1.995 2.346 -2.255
H -1.854 -2.819 -0.830
H 2.545 -1.416 -1.438
H 2.311 -2.189 -3.032
H -3.470 -0.616 -3.331
H 1.648 2.115 -2.677
H -1.802 -3.353 -2.529
H -3.401 0.554 -2.006
H -1.592 2.147 -3.996
H 2.133 0.967 -3.939
H -3.401 -1.169 -1.653
```

- Multiplicity: 1
- Net charge: -2
- Frontier orbital gap (spin up / spin down): 3.260 / 3.204 eV
- Max |F|: 5.032 eV/A

Atomic partial charges in e from the natural (NBO) method, atoms 1 to 8:
1. Pb 1.36
2. Cl -0.80
3. Cl -0.69
4. S -0.38
5. F -0.30
6. F -0.32
7. F -0.32
8. F -0.33

---

5.
ORCA calculation (ωB97M-V/def2-TZVPD) on a structure of composition C5H9AlO3 in a non-equilibrium geometry.

XYZ file:
```
18
Properties=species:S:1:pos:R:3
Al -1.793 -2.755 3.252
O 0.601 0.589 -1.720
O -0.506 -1.655 2.808
O -3.081 -2.349 2.142
C -2.455 -1.315 1.528
C 1.448 -0.045 -2.643
C -1.185 -0.974 1.858
C 0.360 1.934 0.219
C 1.300 1.258 -0.700
H 0.818 -0.535 -3.395
H 1.919 0.524 -0.134
H 0.684 2.157 1.235
H 2.016 1.984 -1.138
H -0.641 2.194 -0.127
H -0.667 -0.118 1.358
H 2.108 0.684 -3.145
H -3.005 -0.770 0.751
H 2.078 -0.808 -2.149
```

- Expectation value of S²: 1.75
- Multiplicity: 2
- Net charge: +1
- Frontier orbital gap (spin up / spin down): 3.535 / 5.852 eV
- Max |F|: 4.463 eV/A

Atomic partial charges in e from the natural (NBO) method, atoms 1 to 8:
1. Al 1.59
2. O -0.54
3. O -0.75
4. O -0.75
5. C 0.19
6. C -0.25
7. C 0.19
8. C -0.32

---

6.
ORCA calculation (ωB97M-V/def2-TZVPD) on a cluster of 3 separate species, C3H4Cl8 in total in a non-equilibrium geometry.

XYZ file:
```
15
Properties=species:S:1:pos:R:3
Cl 0.361 -0.001 2.869
Cl -0.197 -2.621 1.486
Cl -2.526 3.463 -1.580
Cl 4.751 -1.376 0.740
Cl 0.053 -0.270 -0.048
Cl -2.974 1.702 0.724
Cl 4.120 -0.184 -1.776
Cl 4.018 -3.131 -1.489
C 3.778 -1.540 -0.716
C -0.502 -0.793 1.531
C -3.653 2.373 -0.794
H 2.714 -1.407 -0.521
H -1.568 -0.568 1.567
H -3.780 1.467 -1.387
H -4.596 2.886 -0.605
```

- Expectation value of S²: 0.75
- Multiplicity: 2
- Net charge: -1
- Frontier orbital gap (spin up / spin down): 2.486 / 8.654 eV
- Max |F|: 2.849 eV/A

Atomic partial charges in e from the natural (NBO) method, atoms 1 to 8:
1. Cl -0.18
2. Cl -0.37
3. Cl -0.03
4. Cl 0.02
5. Cl -0.15
6. Cl -0.05
7. Cl -0.01
8. Cl -0.01

---

7.
ORCA calculation (ωB97M-V/def2-TZVPD) on a structure of composition C5H11O3Sr in a non-equilibrium geometry.

XYZ file:
```
20
Properties=species:S:1:pos:R:3
Sr 1.478 -0.194 -0.870
O 0.170 -1.210 -2.434
O 1.077 0.249 1.324
O -0.938 -0.609 -0.311
C 2.070 0.489 2.315
C -1.097 -0.684 1.100
C -0.283 0.426 1.729
C -0.653 0.848 -3.286
C -0.865 -0.478 -2.937
H -1.738 -1.063 -3.256
H -1.527 1.502 -3.266
H 1.843 1.438 2.817
H 3.033 0.540 1.796
H -0.781 -1.669 1.468
H 2.073 -0.334 3.041
H -0.610 1.420 1.393
H -2.156 -0.526 1.338
H 0.215 1.095 -3.906
H -0.934 -1.610 -0.875
H -0.375 0.370 2.821
```

- Multiplicity: 1
- Net charge: +1
- Frontier orbital gap: 6.479 eV
- Max |F|: 4.639 eV/A

Atomic partial charges in e from the Mulliken method, atoms 1 to 8:
1. Sr 1.85
2. O -0.95
3. O -0.48
4. O -0.59
5. C -0.79
6. C -0.51
7. C -0.42
8. C -1.04

---

8.
ORCA calculation (ωB97M-V/def2-TZVPD) on a cluster of 2 separate species, C5H13NO in total in a non-equilibrium geometry.

XYZ file:
```
20
Properties=species:S:1:pos:R:3
O -0.007 1.637 -2.000
N -0.998 1.311 -0.022
C 2.559 1.266 -0.885
C 1.310 0.597 -0.282
C 0.065 1.214 -0.864
C -1.928 -3.094 1.955
C -0.900 -2.117 1.376
H 3.446 0.672 -0.668
H -0.152 -1.918 2.144
H -1.409 -1.220 1.055
H -1.635 -4.145 1.858
H 2.590 2.299 -0.554
H 1.360 -0.481 -0.493
H 2.408 1.357 -1.964
H -0.319 -2.492 0.543
H -1.969 -2.976 3.045
H -2.953 -2.970 1.630
H -1.896 1.573 -0.391
H 1.354 0.670 0.805
H -0.988 0.864 0.888
```

- Multiplicity: 1
- SMILES: CCC(N)=O.CC
- Frontier orbital gap: 10.654 eV
- Max |F|: 1.206 eV/A

Atomic partial charges in e from the natural (NBO) method, atoms 1 to 8:
1. O -0.62
2. N -0.82
3. C -0.60
4. C -0.50
5. C 0.67
6. C -0.61
7. C -0.61
8. H 0.21

---

Energy above the lowest of the compared OMol25 structures with the same formula, charge and spin in eV, matching the order above: 0.4882, 1.3712, 6.8715, 1.0649, 3.4360, 0.2463, 1.0351, 0.2137